(1)
A molecular structure, C13H30F5FeGeN2Se in a non-equilibrium geometry. Source: the OMol25 dataset; level of theory: ωB97M-V/def2-TZVPD.

XYZ file:
```
53
Properties=species:S:1:pos:R:3
Fe -0.149 0.444 -0.223
C 1.957 -0.425 2.122
N 1.502 -0.867 0.799
C 2.633 -0.823 -0.139
C 0.943 -2.222 0.886
C 0.091 -2.572 -0.323
N -1.022 -1.629 -0.512
C -1.679 -1.864 -1.805
C -2.024 -1.777 0.561
H 2.749 -1.080 2.503
H 1.126 -0.428 2.824
H 2.345 0.589 2.050
H 3.437 -1.503 0.169
H 3.034 0.189 -0.169
H 2.315 -1.100 -1.144
H 0.340 -2.277 1.792
H 1.739 -2.971 0.978
H -0.289 -3.593 -0.207
H 0.706 -2.551 -1.226
H -2.137 -2.858 -1.841
H -0.961 -1.790 -2.621
H -2.457 -1.118 -1.959
H -2.370 -2.816 0.621
H -2.878 -1.138 0.353
H -1.612 -1.483 1.524
F -1.295 1.107 2.954
C -0.868 1.292 1.702
F -2.045 1.161 0.872
C -0.415 2.737 1.509
F 0.906 2.825 1.780
F -1.026 3.696 2.180
F -0.535 3.020 0.161
C -1.369 4.344 -2.729
Ge 0.578 4.482 -2.927
C 1.556 5.038 -1.321
C 1.094 5.592 -4.462
C 1.232 2.648 -3.454
Se 0.487 1.113 -2.518
C 1.349 -0.247 -3.621
H -1.794 5.321 -2.500
H -1.638 3.656 -1.927
H -1.812 3.990 -3.660
H 1.212 6.025 -1.010
H 2.620 5.106 -1.548
H 1.418 4.349 -0.491
H 0.785 6.625 -4.300
H 0.625 5.238 -5.380
H 2.175 5.581 -4.594
H 2.315 2.593 -3.354
H 0.968 2.481 -4.498
H 2.427 -0.113 -3.571
H 1.006 -0.116 -4.644
H 1.079 -1.240 -3.270
```

Total charge   +1
HOMO energy (alpha / beta)   -11.869 / -12.351 eV
LUMO level (alpha / beta)   -0.083 / -0.133 hartree
<S²>   6.01
Energy relative to the best compared isomer or geometry (same formula, charge and spin)   0.0000 eV
Strongest force on any atom   2.2 eV/A
Spin multiplicity   5
HOMO-LUMO gap (alpha / beta)   9.6 / 8.7 eV

These are the Löwdin partial charges, in e, on atoms 1 to 6: atom 1 (Fe): 0.67, atom 2 (C): -0.07, atom 3 (N): -0.31, atom 4 (C): -0.08, atom 5 (C): -0.18, atom 6 (C): -0.18

(2)
10 unconnected molecules or ions with the total composition FH18O9 in a non-equilibrium geometry. Source: the OMol25 dataset; level of theory: ωB97M-V/def2-TZVPD.

XYZ file:
```
28
Properties=species:S:1:pos:R:3
F -5.890 -10.378 6.198
O -5.170 -8.297 8.078
H -5.621 -8.633 7.330
H -5.129 -7.395 7.874
O -8.053 -10.248 7.605
H -7.138 -10.292 7.332
H -8.164 -9.423 8.116
O -5.079 -12.082 4.358
H -4.188 -12.222 4.611
H -5.478 -11.426 5.013
O -6.240 -12.817 7.192
H -6.231 -11.837 7.073
H -7.023 -12.918 6.708
O -6.305 -7.920 5.329
H -6.124 -8.777 5.703
H -7.187 -7.829 5.017
O -5.782 -9.885 2.883
H -5.220 -10.483 3.369
H -5.371 -9.039 3.033
O -3.774 -11.381 7.589
H -3.704 -12.229 8.031
H -4.561 -11.427 7.083
O -8.716 -10.739 4.628
H -8.510 -9.902 4.921
H -8.302 -11.227 5.352
O -3.587 -9.373 5.391
H -3.684 -8.475 5.715
H -4.295 -9.865 5.811
```

Total charge   -1
HOMO energy   -7.160 eV
LUMO level   0.117 hartree
Energy relative to the best compared isomer or geometry (same formula, charge and spin)   0.6756 eV
Strongest force on any atom   3.3 eV/A
Spin multiplicity   1
HOMO-LUMO gap   10.3 eV

These are the Löwdin partial charges, in e, on atoms 1 to 6: atom 1 (F): -0.44, atom 2 (O): -0.01, atom 3 (H): -0.05, atom 4 (H): 0.01, atom 5 (O): -0.07, atom 6 (H): -0.04

Calculated total energy / a.u.: -6863.963132; -787.910298